The following is a DFT calculation (wB97M-V/def2-TZVPD) of C6H14N2 in the gas phase in a non-equilibrium geometry.

Geometry as XYZ:
```
22
Properties=species:S:1:pos:R:3:nbo_charge:R:1
H 1.18425 0.80530 2.63440 0.36
H -0.04528 -0.64355 -1.29101 0.37
H -0.44708 0.87459 3.00531 0.37
H 0.73064 -1.70452 1.22944 0.20
H -0.20262 2.13705 -1.91011 0.21
C -1.98565 1.57145 -1.03076 -0.41
C -0.66281 1.69601 -1.03888 -0.18
C 0.21659 1.56463 0.18363 -0.48
N 0.67649 -1.22487 -0.89100 -0.65
C 0.01420 0.29115 1.02443 -0.05
H 1.87937 -0.54109 0.63140 0.16
C 0.83508 -0.88145 0.52220 -0.21
H -0.43828 -3.03215 -1.34679 0.18
H 1.00836 -3.23435 -0.39138 0.19
H 1.25035 1.65098 -0.17195 0.21
H -2.59358 1.51334 -0.13524 0.19
H -1.05758 0.12892 0.91558 0.19
H 1.20644 -2.88537 -2.04298 0.19
C 0.56838 -2.63541 -1.18962 -0.41
H 0.14000 2.45947 0.81074 0.22
N 0.26190 0.44470 2.43928 -0.85
H -2.53916 1.64519 -1.95669 0.20
```

The value obtained for the LUMO energy is 0.042 Eh. Its charge is 0. The orbital gap comes out at 9.43 eV. As for the multiplicity: 1. Its SMILES is C=CC[C@H](N)CNC. The value obtained for the total energy is -9427.69855 eV. The largest force on an atom is 1.2 eV/Å. The relative energy (zero: lowest compared OMol25 entry of this formula, charge and spin) is 172.3 kJ/mol.